Record 1
# C25H28F5MoN7S

C25H28F5MoN7S as an isolated structure (wB97M-V/def2-TZVPD, OMol25).

Geometry as XYZ:
```
67
Properties=species:S:1:pos:R:3:forces:R:3:lowdin_charge:R:1
Mo 0.157 0.055 0.071 -0.17 0.06 -0.38 1.4704
C 5.498 -0.016 2.002 -0.02 -0.05 0.00 -0.0063
N 4.061 0.148 2.233 0.04 0.04 0.02 -0.1178
C 3.606 0.518 3.576 0.00 -0.03 0.00 -0.0016
C 3.160 0.095 1.252 -0.05 0.05 -0.03 -0.3818
N 1.873 0.222 1.414 0.07 -0.01 0.12 0.0178
N 3.661 -0.083 -0.034 -0.02 0.01 -0.02 0.1909
C 2.974 -0.483 -1.144 0.02 0.02 0.04 -0.4390
N 3.703 -0.644 -2.247 0.00 -0.02 -0.01 0.2269
N 1.680 -0.714 -1.129 -0.06 -0.13 0.08 -0.0134
H 5.974 -0.244 2.950 0.00 0.02 0.01 0.1026
H 5.952 0.894 1.603 0.00 0.00 -0.01 0.1105
H 5.696 -0.863 1.346 -0.01 -0.01 0.00 0.0999
H 4.459 0.507 4.245 0.00 0.02 -0.01 0.1007
H 2.880 -0.203 3.954 0.00 -0.01 0.01 0.1040
H 3.175 1.521 3.580 -0.01 -0.01 -0.01 0.1101
H 1.607 0.285 2.389 0.03 -0.02 0.01 0.0673
H 4.647 0.081 -0.155 0.00 0.01 0.00 0.1407
H 4.699 -0.500 -2.267 0.00 -0.01 0.00 0.1379
H 3.254 -0.818 -3.131 0.00 0.02 0.00 0.1345
H 1.356 -1.042 -2.030 0.02 -0.04 0.00 0.0716
C -2.315 2.985 2.621 -0.02 -0.01 0.02 -0.0212
C -3.038 2.145 3.450 -0.01 0.00 0.00 -0.0069
C -2.785 0.786 3.395 -0.02 0.01 0.02 0.0199
C -1.830 0.298 2.521 0.04 0.01 -0.02 -0.2106
N -1.151 1.113 1.670 -0.09 -0.02 0.00 -0.0141
C -1.403 2.433 1.748 -0.03 -0.03 -0.03 -0.1422
C -1.432 -1.110 2.453 0.03 0.04 0.02 -0.2045
C -1.922 -2.131 3.263 -0.01 -0.04 0.02 -0.0007
C -1.425 -3.416 3.116 -0.01 0.01 0.00 -0.0453
C -0.436 -3.683 2.178 0.01 0.01 0.01 -0.0584
C 0.049 -2.664 1.364 0.02 -0.02 0.00 -0.1163
C -0.460 -1.380 1.508 0.05 0.01 -0.04 -0.2447
H -2.457 4.055 2.630 -0.01 -0.01 -0.01 0.1243
H -3.782 2.538 4.130 0.01 0.00 0.00 0.1293
H -3.323 0.101 4.034 0.01 0.01 0.01 0.1200
H -0.863 3.072 1.070 0.01 0.01 -0.01 0.0268
H -2.684 -1.937 4.006 0.01 0.00 0.00 0.1168
H -1.806 -4.214 3.740 0.00 0.00 0.00 0.1195
H -0.042 -4.686 2.076 0.00 0.00 0.00 0.1169
H 0.815 -2.891 0.630 0.00 -0.01 -0.01 0.0909
F -2.027 2.837 -5.988 0.00 0.00 0.00 0.1783
C -1.471 2.695 -4.802 -0.01 0.01 -0.04 -0.1266
C -2.070 3.253 -3.683 -0.05 0.01 -0.01 -0.1365
F -3.205 3.920 -3.804 0.02 0.00 0.00 0.1650
C -1.481 3.092 -2.442 0.00 -0.02 0.01 -0.2405
F -2.081 3.615 -1.377 -0.01 0.02 0.00 0.1094
C -0.299 2.377 -2.283 0.06 -0.08 -0.05 -0.4833
S 0.479 2.292 -0.709 0.04 -0.06 0.19 0.7562
C 0.272 1.821 -3.422 -0.01 0.03 0.03 -0.2397
F 1.407 1.103 -3.327 -0.01 0.03 -0.02 0.0611
C -0.293 1.972 -4.672 0.00 0.00 -0.03 -0.1492
F 0.274 1.422 -5.737 0.01 0.00 0.01 0.1508
C -2.700 -0.277 -2.698 0.00 0.00 -0.04 -0.0120
C -1.988 -1.273 -1.783 -0.05 -0.01 0.10 -0.6390
C -2.977 -1.950 -0.829 0.01 0.00 0.01 -0.0128
C -1.195 -2.308 -2.584 0.00 0.04 -0.02 -0.0217
N -1.050 -0.532 -0.964 0.19 0.18 -0.02 -0.1132
H -3.459 -0.809 -3.272 0.00 0.00 -0.01 0.1081
H -2.002 0.186 -3.398 -0.03 -0.02 0.05 0.0707
H -3.195 0.501 -2.117 -0.01 0.00 0.01 0.0974
H -3.718 -2.489 -1.419 0.00 0.00 0.00 0.1041
H -3.495 -1.208 -0.220 0.00 -0.01 0.00 0.0945
H -2.471 -2.660 -0.173 -0.01 0.02 0.00 0.0812
H -1.889 -2.921 -3.159 0.01 0.00 0.00 0.1055
H -0.627 -2.964 -1.924 -0.01 -0.01 0.01 0.0848
H -0.521 -1.824 -3.296 0.01 0.01 0.00 0.0819
```
Positions in Å, forces in eV/Å.

Values from the calculation:
energy relative to the best compared isomer or geometry (same formula, charge and spin) = 0.000 eV
charge = +2

---

Record 2
# C10H24N5O2

A 2-piece molecular cluster, C10H24N5O2 overall (wB97M-V/def2-TZVPD, OMol25).

Geometry as XYZ:
```
41
Properties=species:S:1:pos:R:3:forces:R:3:nbo_charge:R:1
C 2.712 -0.637 1.318 -0.09 -0.66 -0.28 -0.6008
C 2.850 -0.742 -0.218 0.08 0.11 0.55 -0.3980
C 3.019 0.615 -0.939 0.03 -0.99 -0.29 -0.4018
C 2.243 0.672 -2.276 0.12 0.51 -0.06 -0.4189
C 1.340 1.905 -2.536 0.00 -0.15 -0.56 -0.2341
N 1.087 2.770 -1.353 -0.44 -1.06 -0.37 -0.6339
C 0.263 2.219 -0.403 0.13 -0.28 0.46 0.8020
N 0.549 2.498 0.842 0.00 0.43 -0.31 -0.6740
N -0.825 1.370 -0.725 -0.83 0.43 1.72 -0.5479
N -0.462 0.035 -0.210 1.07 -0.43 -2.07 -0.3701
C -1.242 -0.891 -0.658 -0.33 0.12 0.16 0.3918
C -2.724 -0.742 -0.797 0.01 0.93 -0.48 -0.7051
C -0.653 -2.204 -1.088 -0.04 -0.30 1.41 -0.6763
H 2.473 0.372 1.655 0.12 0.03 0.05 0.1747
H 3.599 -1.012 1.825 0.10 0.36 0.09 0.2225
H 1.904 -1.294 1.643 -0.07 0.13 0.09 0.2131
H 1.980 -1.281 -0.583 -0.05 0.21 -0.17 0.1972
H 3.708 -1.377 -0.439 -0.02 0.00 -0.09 0.2145
H 4.078 0.706 -1.177 0.01 0.36 0.13 0.2283
H 2.782 1.421 -0.249 -0.07 0.12 -0.14 0.1722
H 1.646 -0.222 -2.446 -0.03 -0.07 0.34 0.2125
H 2.982 0.667 -3.077 -0.09 -0.02 -0.08 0.2308
H 0.393 1.593 -2.980 -0.03 -0.09 0.13 0.2117
H 1.811 2.531 -3.292 0.04 0.27 0.25 0.2257
H 0.598 3.609 -1.674 0.55 0.43 0.30 0.4338
H -0.146 2.578 1.570 0.04 -0.77 0.15 0.4324
H 1.515 2.701 1.067 -0.12 0.72 -0.05 0.4465
H -1.595 1.709 -0.130 -0.20 0.18 -0.44 0.3760
H -3.239 -1.438 -0.132 0.16 -0.24 -0.11 0.2706
H -3.041 0.261 -0.509 -0.12 -0.06 0.00 0.2084
H -3.064 -0.898 -1.822 -0.02 -0.20 0.05 0.2532
H -0.533 -2.870 -0.226 0.01 -0.08 -0.09 0.2578
H 0.331 -2.053 -1.519 -0.06 -0.01 -0.16 0.2361
H -1.337 -2.703 -1.770 0.05 0.06 -0.11 0.2456
C -3.224 -1.172 3.832 -0.05 0.14 0.11 -0.4868
N -4.019 -1.706 2.690 -0.01 0.05 0.17 0.5320
O -4.923 -1.018 2.265 0.05 -0.01 -0.14 -0.3693
O -3.701 -2.797 2.266 0.05 0.06 -0.12 -0.3779
H -3.621 -0.199 4.099 -0.06 -0.02 -0.03 0.2311
H -3.322 -1.874 4.654 0.08 -0.06 -0.04 0.2484
H -2.191 -1.101 3.504 0.02 -0.13 0.03 0.2263
```
Positions in Å, forces in eV/Å.

Values from the calculation:
energy relative to the best compared isomer or geometry (same formula, charge and spin) = 4.403 eV
charge = +1

---

Record 3
# C4H10N3O2

C4H10N3O2 as an isolated structure (wB97M-V/def2-TZVPD, OMol25).

Geometry as XYZ:
```
19
Properties=species:S:1:pos:R:3:forces:R:3:nbo_charge:R:1
C -0.672 0.654 -1.199 -1.75 -2.71 -1.69 -0.6650
C -0.574 0.574 1.238 1.53 -0.25 1.08 -0.6662
C -1.989 -1.101 -0.057 -0.96 1.35 0.45 -0.5912
C -0.617 -0.360 -0.015 -1.52 1.96 0.12 0.0282
N 0.334 -1.384 -0.100 3.06 0.89 0.23 -0.5049
N 1.921 0.726 -0.090 1.22 -1.50 -0.39 -0.0503
N 1.932 -0.544 -0.036 -3.60 -1.38 0.17 0.3194
O 2.908 -1.320 0.122 0.39 1.48 -0.26 -0.5659
O 3.209 1.246 -0.071 1.89 -2.05 0.81 -0.6045
H 0.184 1.191 -1.201 1.97 2.74 0.57 0.2310
H -0.400 0.064 -2.108 -1.01 -0.10 0.18 0.1984
H -1.641 1.189 -1.354 0.87 -0.21 0.32 0.1820
H -0.296 -0.028 2.114 -0.77 -0.29 0.15 0.2008
H 0.334 1.222 1.243 -1.08 -0.06 -0.54 0.2318
H -1.474 1.175 1.426 0.13 -0.21 -0.17 0.1809
H -2.311 -1.089 -1.173 -0.09 -0.21 2.21 0.2078
H -1.992 -2.094 0.382 0.43 -0.36 -0.36 0.2124
H -2.655 -0.522 0.739 0.71 -0.89 -2.29 0.1938
H 3.800 0.401 0.139 -1.44 1.80 -0.58 0.4614
```
Positions in Å, forces in eV/Å.

Values from the calculation:
energy relative to the best compared isomer or geometry (same formula, charge and spin) = 4.772 eV
charge = -1

---

In order of appearance, Kohn-Sham gap = 6.86; 8.47; 7.12 eV.
In order of appearance, F_max = 0.0081; 0.0460; 0.0750 Eh/bohr.